[1]
The following is a DFT calculation (ωB97M-V with the def2-TZVPD basis set) of C4H4Br2 as an isolated structure at a distorted geometry.

Each line ends with the Löwdin charge.
Positions of all 10 atoms, in Å:
C -1.240 0.261 0.759  0.03
C 0.003 -0.091 0.269  -0.34
C -1.035 0.155 -0.689  -1.21
C 1.435 -0.314 0.435  -0.04
Br -1.630 -1.241 -1.835  0.63
Br -0.921 1.789 -1.919  0.48
H -1.879 0.488 1.656  0.13
H 1.683 -0.060 1.504  0.10
H 1.825 0.429 -0.259  0.08
H 1.758 -1.416 0.079  0.15

The value obtained for the orbital gap is 10.190 eV. The value obtained for the max |F| is 4.228 eV/A. The value obtained for the highest occupied orbital energy is -9.58 eV. Its energy above the lowest of the compared OMol25 structures with the same formula, charge and spin is 133.3 kJ/mol.

---

[2]
The following is a DFT calculation (ωB97M-V with the def2-TZVPD basis set) of C22H50AgBr3Cl3O14P3 as an isolated structure at a distorted geometry.

Each line ends with the Mulliken spin population.
Positions of all 96 atoms, in Å:
Ag -2.692 0.031 3.111  0.04
C -0.814 -3.359 1.400  -0.01
C -1.269 -2.078 2.005  -0.04
O -1.236 -1.780 3.229  0.44
O -1.936 -1.289 1.325  0.54
H -1.222 -4.256 1.867  0.00
H 0.268 -3.392 1.524  0.01
H -0.892 -3.423 0.315  0.01
C 0.384 -4.473 5.438  0.00
Br 2.234 -4.443 4.737  0.00
Br 0.348 -5.084 7.319  0.00
Br -0.678 -5.813 4.486  0.00
H -0.020 -3.467 5.320  0.00
C 5.990 -3.566 -1.585  0.00
C 6.476 -3.717 -0.157  0.00
O 5.592 -3.179 0.809  0.00
P 4.706 -4.202 1.722  0.00
O 5.491 -4.781 2.839  0.00
O 3.473 -3.232 2.170  0.00
C 3.687 -1.994 2.809  0.00
C 2.383 -1.149 2.987  0.00
O 4.072 -5.215 0.623  0.00
C 2.858 -5.933 0.906  0.00
C 3.188 -7.259 1.654  0.00
H 5.206 -4.304 -1.757  0.00
H 5.677 -2.545 -1.800  0.00
H 6.888 -3.697 -2.188  0.00
H 6.788 -4.747 0.016  0.00
H 7.378 -3.122 -0.013  0.00
H 4.193 -2.128 3.765  0.00
H 4.464 -1.416 2.308  0.00
H 1.845 -1.221 2.042  0.00
H 1.858 -1.505 3.874  0.00
H 2.637 -0.095 3.097  0.00
H 2.188 -5.357 1.543  0.00
H 2.326 -6.073 -0.035  0.00
H 3.779 -7.065 2.549  0.00
H 2.388 -7.971 1.856  0.00
H 3.886 -7.801 1.016  0.00
C -3.748 5.471 -6.275  0.00
C -3.536 5.536 -4.817  0.00
O -4.651 4.828 -4.337  0.00
P -4.622 4.531 -2.735  0.00
O -3.903 5.555 -1.916  0.00
O -4.097 3.012 -2.663  0.00
C -3.326 2.575 -1.543  0.00
C -3.238 1.095 -1.651  0.00
O -6.201 4.441 -2.358  0.00
C -7.041 3.401 -2.733  0.00
C -7.235 2.396 -1.561  0.00
H -4.793 5.488 -6.583  0.00
H -3.329 6.364 -6.739  0.00
H -3.226 4.593 -6.657  0.00
H -2.570 5.153 -4.489  0.00
H -3.587 6.562 -4.451  0.00
H -2.387 3.112 -1.412  0.00
H -3.941 2.840 -0.683  0.00
H -4.250 0.744 -1.852  0.00
H -2.393 0.786 -2.268  0.00
H -2.979 0.653 -0.689  0.00
H -7.984 3.848 -3.046  0.00
H -6.748 2.846 -3.624  0.00
H -7.764 2.930 -0.771  0.00
H -7.795 1.517 -1.880  0.00
H -6.282 2.103 -1.122  0.00
C 3.550 2.216 0.905  0.00
C 2.281 2.947 1.468  0.00
O 1.359 2.070 2.056  0.00
P -0.187 2.275 1.581  -0.01
O -1.090 1.367 2.338  0.01
O -0.055 2.069 -0.051  0.00
C 0.127 0.738 -0.494  0.00
C 0.527 0.881 -1.971  0.00
O -0.489 3.867 1.747  0.00
C -1.472 4.495 1.037  0.00
C -2.219 5.466 1.882  0.00
H 4.260 2.940 0.506  0.00
H 4.077 1.719 1.719  0.00
H 3.307 1.482 0.137  0.00
H 2.566 3.641 2.259  0.00
H 1.966 3.643 0.690  0.00
H 0.841 0.140 0.071  0.00
H -0.816 0.221 -0.322  -0.01
H 0.572 -0.039 -2.554  0.00
H -0.265 1.460 -2.446  0.00
H 1.508 1.320 -2.153  0.00
H -1.133 4.983 0.124  0.00
H -2.252 3.791 0.746  0.00
H -2.739 6.163 1.224  0.00
H -3.005 4.991 2.468  0.00
H -1.606 6.050 2.569  0.00
C 2.079 -3.437 -1.958  0.00
Cl 2.652 -2.991 -3.583  0.00
Cl 0.404 -4.159 -1.870  0.00
Cl 2.373 -2.249 -0.743  0.00
H 2.614 -4.336 -1.654  0.00

The value obtained for the orbital gap (alpha / beta) is 7.843 / 4.825 eV. Its net charge is +1. The value obtained for the max |F| is 4.623 eV/A. The value obtained for the highest occupied orbital energy (alpha / beta) is -12.18 / -12.18 eV. Its multiplicity is 2. The expectation value of S² is 0.7606.

---

[3]
The following is a DFT calculation (ωB97M-V with the def2-TZVPD basis set) of a 2-piece molecular cluster, CH3NO2 overall.

Each line ends with the Löwdin charge.
Positions of all 7 atoms, in Å:
C 1.113 -1.268 0.444  -0.03
N 0.042 -1.541 0.724  0.08
H 2.117 -1.028 0.197  0.07
O -0.165 1.202 -0.499  -0.12
O -1.464 0.723 -0.175  -0.10
H -0.373 2.065 -0.895  0.09
H -1.269 -0.154 0.204  0.02

The value obtained for the orbital gap is 10.563 eV. The value obtained for the max |F| is 0.807 eV/A. The value obtained for the highest occupied orbital energy is -9.66 eV. Its energy above the lowest of the compared OMol25 structures with the same formula, charge and spin is 448.8 kJ/mol. As for the structure (SMILES): C#N.OO.

---

[4]
The following is a DFT calculation (ωB97M-V with the def2-TZVPD basis set) of the molecule C6H7FO at a distorted geometry.

Each line ends with the Löwdin charge.
Positions of all 15 atoms, in Å:
C 3.287 -1.093 0.009  0.14
C 2.289 -0.431 -0.006  -0.07
C 1.077 0.327 0.061  -0.32
C 1.167 1.656 0.030  -0.06
F 0.165 2.585 -0.012  0.00
O -0.024 -0.471 0.051  -0.05
C -1.313 0.172 -0.018  -0.24
C -2.312 -0.970 0.021  -0.08
H 4.057 -1.836 -0.110  0.04
H 2.106 2.159 0.101  0.12
H -1.444 0.868 0.817  0.13
H -1.302 0.696 -0.959  0.12
H -3.335 -0.501 -0.262  0.10
H -2.017 -1.740 -0.748  0.09
H -2.403 -1.421 1.026  0.08

The value obtained for the orbital gap is 9.780 eV. The value obtained for the max |F| is 1.884 eV/A. The value obtained for the highest occupied orbital energy is -8.85 eV. Its energy above the lowest of the compared OMol25 structures with the same formula, charge and spin is 288.6 kJ/mol. As for the structure (SMILES): C#C/C(=C/F)OCC.

---

[5]
The following is a DFT calculation (ωB97M-V with the def2-TZVPD basis set) of C7H15Cl2NSn as an isolated structure at a distorted geometry.

Each line ends with the Löwdin charge.
Positions of all 26 atoms, in Å:
Sn 2.203 -0.085 0.786  0.59
Cl 1.191 -2.130 -0.147  -0.04
Cl 2.057 2.184 1.750  -0.06
C 3.929 -0.785 1.697  -0.25
H 4.478 -0.093 2.348  -0.04
H 4.235 -1.828 1.574  -0.04
C -0.959 1.216 0.050  -0.15
C 0.002 1.055 -0.812  -0.26
H -0.806 1.831 0.944  0.09
C -0.140 0.310 -2.127  -0.22
H 0.946 1.616 -0.728  0.03
C -1.585 -0.139 -2.420  -0.20
H 0.213 0.935 -2.963  0.11
H 0.504 -0.582 -2.130  0.05
C -2.331 -0.533 -1.142  -0.20
H -2.122 0.685 -2.910  0.11
H -1.580 -0.980 -3.125  0.11
C -2.320 0.611 -0.108  -0.19
H -3.366 -0.801 -1.381  0.11
H -1.851 -1.425 -0.712  0.10
H -3.038 1.386 -0.424  0.12
H -2.696 0.236 0.853  0.11
N 0.888 -0.609 2.582  -0.04
H 1.491 -1.091 3.258  0.07
H 0.136 -1.239 2.290  0.04
H 0.519 0.252 2.995  0.04

The value obtained for the orbital gap (alpha / beta) is 7.887 / 6.425 eV. The value obtained for the max |F| is 2.938 eV/A. The value obtained for the highest occupied orbital energy (alpha / beta) is -9.13 / -7.37 eV. Its energy above the lowest of the compared OMol25 structures with the same formula, charge and spin is 0.0 kJ/mol.

---

[6]
The following is a DFT calculation (ωB97M-V with the def2-TZVPD basis set) of H3S2 as an isolated structure.

Each line ends with the Löwdin charge.
Positions of all 5 atoms, in Å:
S -0.259 0.197 1.697  0.07
H -1.043 1.215 1.349  -0.33
S 0.008 -0.611 -1.516  0.01
H 1.329 -0.613 -1.669  -0.37
H -0.035 -0.189 0.139  -0.38

The value obtained for the orbital gap is 7.227 eV. Its net charge is -1. The value obtained for the max |F| is 0.315 eV/A. The value obtained for the highest occupied orbital energy is -3.27 eV. Its energy above the lowest of the compared OMol25 structures with the same formula, charge and spin is 3.3 kJ/mol.